Record 1
Here is a cluster of 2 separate species, C3H9N2S2 in total in a non-equilibrium geometry from OMol25. Energies are from wB97M-V/def2-TZVPD.

Output
Total energy in Ha: -1025.303349
Energy above the lowest of the compared OMol25 structures with the same formula, charge and spin in kJ/mol: 92.4
Strongest force on any atom in eV Å⁻¹: 3.0
HOMO energy in eV: -13.847
Orbital gap in eV: 10.23
Net charge: +1

Cartesian coordinates (Å):
C 0.652 2.006 0.772
C 0.050 2.220 -0.379
C -0.461 -0.948 -0.330
N -1.461 -0.559 -1.130
N 0.804 -0.814 -0.643
S 0.518 -2.364 2.259
S -1.060 -1.868 1.097
H 0.087 1.992 1.667
H 1.666 1.642 0.858
H 0.501 2.257 -1.439
H -1.327 -0.009 -1.908
H -2.319 -1.007 -1.042
H -1.060 2.538 -0.324
H 1.319 -1.149 0.238
H 1.186 -0.273 -1.484
H 0.905 -3.664 1.786


Record 2
Here is a structure of composition C18H48BrFNbO9S in a non-equilibrium geometry from OMol25. Energies are from wB97M-V/def2-TZVPD.

Output
Total energy in Ha: -4520.599587
Strongest force on any atom in eV Å⁻¹: 1.9
HOMO energy in eV: -4.704
Orbital gap in eV: 6.95
Net charge: -1

Cartesian coordinates (Å):
C -0.512 -0.492 5.309
C -1.188 -1.826 5.016
C -0.870 -2.411 3.650
F -1.936 -3.280 3.277
Nb -0.537 -1.248 1.692
C -0.199 0.443 0.242
C 0.893 1.493 0.390
C 2.326 0.952 0.282
S 3.311 1.041 1.753
O 2.899 2.128 2.600
O 3.634 -0.240 2.292
O 4.646 1.585 0.995
C -1.661 -2.558 0.138
C -1.481 -3.973 -0.124
O -2.217 -4.896 -0.016
Br 0.345 -4.442 -0.819
H 0.535 -0.501 5.002
H -0.547 -0.280 6.382
H -1.002 0.329 4.781
H -0.908 -2.528 5.815
H -2.278 -1.733 5.070
H 0.007 -3.069 3.751
H -1.980 -0.217 2.238
H 0.724 -0.291 2.541
H 0.977 -2.168 1.140
H -1.141 1.004 0.231
H -0.090 -0.048 -0.736
H 0.751 2.054 1.314
H 0.798 2.206 -0.435
H 2.358 -0.091 -0.042
H 2.889 1.553 -0.424
H 5.131 2.106 1.652
H -2.716 -2.448 0.423
H -1.466 -2.022 -0.797
C -6.919 -2.228 2.578
C -5.493 -2.611 2.218
O -4.533 -1.689 2.696
H -7.152 -1.235 2.193
H -7.634 -2.942 2.165
H -7.050 -2.211 3.663
H -5.363 -2.622 1.135
H -5.269 -3.620 2.582
H -4.560 -1.662 3.657
C -4.120 3.520 2.877
C -3.427 2.329 2.235
O -2.098 2.615 1.839
H -4.126 4.373 2.197
H -5.151 3.275 3.140
H -3.602 3.819 3.792
H -3.940 2.032 1.320
H -3.444 1.463 2.903
H -1.577 2.822 2.621
C 1.255 0.505 -4.954
C 0.614 0.695 -3.592
O 1.146 1.827 -2.911
H 2.330 0.386 -4.827
H 0.864 -0.383 -5.455
H 1.065 1.372 -5.593
H 0.818 -0.161 -2.949
H -0.474 0.790 -3.686
H 0.976 2.599 -3.465
C 3.408 -3.701 -3.260
C 3.490 -2.750 -4.436
O 3.764 -1.405 -4.057
H 2.641 -3.380 -2.556
H 3.168 -4.712 -3.594
H 4.362 -3.737 -2.726
H 2.533 -2.706 -4.958
H 4.245 -3.094 -5.154
H 4.616 -1.381 -3.608
C 4.683 4.679 -4.226
C 3.518 3.746 -3.964
O 2.386 4.035 -4.789
H 4.384 5.716 -4.070
H 5.515 4.450 -3.560
H 5.038 4.578 -5.255
H 3.154 3.849 -2.943
H 3.815 2.702 -4.098
H 2.648 3.924 -5.708


Record 3
Here is a structure of composition C23H22N2O2PdS3 in a non-equilibrium geometry from OMol25. Energies are from wB97M-V/def2-TZVPD.

Output
Total energy in Ha: -2471.998977
Strongest force on any atom in eV Å⁻¹: 1.1
Multiplicity: 3
HOMO energy (alpha / beta) in eV: -7.185 / -7.464
Orbital gap (alpha / beta) in eV: 7.66 / 5.94
Net charge: 0

Cartesian coordinates (Å):
Pd -0.249 -1.056 -1.188
C -1.012 3.114 -0.064
C -1.298 1.648 -0.299
N -0.299 0.827 -0.311
N 0.939 1.405 -0.003
C 1.949 0.807 -0.510
S 1.896 -0.515 -1.612
S 3.540 1.420 -0.092
C 3.176 3.015 0.718
C 2.600 2.985 2.109
C 1.802 4.047 2.525
C 1.344 4.109 3.845
C 1.657 3.107 4.754
C 2.412 2.024 4.319
C 2.891 1.976 3.024
C -2.661 1.181 -0.413
C -3.651 1.904 0.255
C -4.949 1.477 0.291
C -5.322 0.307 -0.392
C -4.356 -0.428 -1.059
C -3.004 -0.051 -1.054
O -2.209 -0.834 -1.717
H -0.187 3.401 -0.695
H -0.694 3.239 0.972
H -1.876 3.737 -0.255
H 2.520 3.592 0.072
H 4.152 3.487 0.730
H 1.550 4.850 1.836
H 0.732 4.969 4.144
H 1.300 3.130 5.768
H 2.662 1.219 5.000
H 3.497 1.144 2.709
H -3.349 2.805 0.763
H -5.710 2.058 0.822
H -6.360 -0.024 -0.398
H -4.610 -1.334 -1.595
C -0.062 -5.603 0.193
S 0.437 -3.841 0.165
O -0.847 -3.073 0.390
C 0.781 -3.774 -1.590
C -0.252 -3.414 -2.446
C 0.042 -3.165 -3.789
C 1.337 -3.328 -4.225
C 2.364 -3.726 -3.387
C 2.090 -3.905 -2.031
H -0.944 -5.621 -0.454
H -0.360 -5.856 1.215
H 0.744 -6.265 -0.130
H -1.255 -3.295 -2.084
H -0.720 -2.826 -4.485
H 1.578 -3.120 -5.261
H 3.374 -3.818 -3.747
H 2.870 -4.115 -1.332


Record 4
Here is a structure of composition C40H36ClIKN4O in a non-equilibrium geometry from OMol25. Energies are from wB97M-V/def2-TZVPD.

Output
Total energy in Ha: -3197.960869
Energy above the lowest of the compared OMol25 structures with the same formula, charge and spin in kJ/mol: 187.4
Strongest force on any atom in eV Å⁻¹: 1.8
HOMO energy in eV: -3.321
Orbital gap in eV: 5.37
Net charge: -1

Cartesian coordinates (Å):
K -1.198 0.313 -0.574
C -3.303 0.688 -3.563
C -2.444 1.739 -3.849
C -1.083 1.564 -3.687
C -0.592 0.331 -3.232
N -1.429 -0.666 -2.951
C -2.739 -0.493 -3.119
C 0.857 0.195 -2.917
C 1.740 1.032 -3.619
C 3.050 1.218 -3.249
C 3.500 0.580 -2.094
C 2.681 -0.294 -1.419
C 1.375 -0.596 -1.855
H -4.376 0.790 -3.656
H -2.834 2.698 -4.168
H -0.407 2.387 -3.863
H -3.363 -1.348 -2.871
H 1.365 1.552 -4.491
H 3.701 1.864 -3.823
H 4.506 0.751 -1.731
H 3.047 -0.809 -0.542
C -1.819 -2.684 -0.167
C -1.126 -3.271 -1.372
C -1.690 -4.380 -1.985
C -1.148 -4.926 -3.141
C -0.004 -4.358 -3.666
C 0.617 -3.262 -3.063
C 1.917 -2.779 -3.664
C 0.037 -2.694 -1.923
N 0.678 -1.632 -1.197
C 1.198 -2.048 0.106
C 2.045 -3.301 0.126
C 1.019 -1.297 1.248
C 1.869 -1.743 2.434
N 0.116 -0.301 1.407
C 0.204 0.558 2.495
C 1.249 1.393 2.704
C 2.342 1.535 1.681
C 1.450 2.067 3.992
C 0.552 2.057 4.974
C -0.800 1.510 4.701
C -0.948 0.494 3.516
C -1.164 -0.953 3.927
H -2.668 -3.304 0.121
H -2.202 -1.691 -0.385
H -1.140 -2.583 0.682
H -2.586 -4.810 -1.552
H -1.601 -5.791 -3.610
H 0.455 -4.788 -4.551
H 2.307 -3.539 -4.340
H 2.673 -2.584 -2.901
H 1.794 -1.854 -4.232
H 1.881 -3.889 -0.779
H 1.801 -3.954 0.969
H 3.130 -3.107 0.185
H 1.521 -2.708 2.815
H 1.820 -1.016 3.241
H 2.918 -1.868 2.150
H 1.960 1.331 0.681
H 3.183 0.847 1.852
H 2.744 2.552 1.700
H 2.417 2.540 4.152
H 0.757 2.514 5.934
H -1.253 1.101 5.606
H -1.907 -1.025 4.721
H -0.220 -1.364 4.298
H -1.491 -1.553 3.077
Cl -0.894 4.994 4.415
C -1.304 3.679 3.321
C -1.840 2.477 4.003
C -2.213 1.322 3.028
I -4.127 0.477 3.612
C -2.275 1.602 1.527
O -2.868 0.805 0.790
C -1.587 2.764 1.058
N -1.465 2.895 -0.300
C -0.896 3.946 -0.808
C -0.388 5.009 0.012
C -0.498 4.944 1.352
C -1.123 3.795 1.987
H -2.640 2.768 4.682
H -0.812 3.997 -1.891
H 0.095 5.857 -0.460
H -0.106 5.730 1.982


Please write out number 1 again, unchanged.
Here is a cluster of 2 separate species, C3H9N2S2 in total in a non-equilibrium geometry from OMol25. Energies are from wB97M-V/def2-TZVPD.

Output
Total energy in Ha: -1025.303349
Energy above the lowest of the compared OMol25 structures with the same formula, charge and spin in kJ/mol: 92.4
Strongest force on any atom in eV Å⁻¹: 3.0
HOMO energy in eV: -13.847
Orbital gap in eV: 10.23
Net charge: +1

Cartesian coordinates (Å):
C 0.652 2.006 0.772
C 0.050 2.220 -0.379
C -0.461 -0.948 -0.330
N -1.461 -0.559 -1.130
N 0.804 -0.814 -0.643
S 0.518 -2.364 2.259
S -1.060 -1.868 1.097
H 0.087 1.992 1.667
H 1.666 1.642 0.858
H 0.501 2.257 -1.439
H -1.327 -0.009 -1.908
H -2.319 -1.007 -1.042
H -1.060 2.538 -0.324
H 1.319 -1.149 0.238
H 1.186 -0.273 -1.484
H 0.905 -3.664 1.786


Q: Look up the total energy of the fourth one.
A: -3197.960869 Ha


What did the first record say?
Here is a cluster of 2 separate species, C3H9N2S2 in total in a non-equilibrium geometry from OMol25. Energies are from wB97M-V/def2-TZVPD.

Output
Total energy in Ha: -1025.303349
Energy above the lowest of the compared OMol25 structures with the same formula, charge and spin in kJ/mol: 92.4
Strongest force on any atom in eV Å⁻¹: 3.0
HOMO energy in eV: -13.847
Orbital gap in eV: 10.23
Net charge: +1

Cartesian coordinates (Å):
C 0.652 2.006 0.772
C 0.050 2.220 -0.379
C -0.461 -0.948 -0.330
N -1.461 -0.559 -1.130
N 0.804 -0.814 -0.643
S 0.518 -2.364 2.259
S -1.060 -1.868 1.097
H 0.087 1.992 1.667
H 1.666 1.642 0.858
H 0.501 2.257 -1.439
H -1.327 -0.009 -1.908
H -2.319 -1.007 -1.042
H -1.060 2.538 -0.324
H 1.319 -1.149 0.238
H 1.186 -0.273 -1.484
H 0.905 -3.664 1.786